[1]
Computed, not measured: 7 unconnected molecules or ions with the total composition C18H33N2O31S8 at a distorted geometry, with the ωB97M-V functional and the def2-TZVPD basis.

Positions of all 92 atoms, in Å:
C1 4.8221 -1.2366 1.0239
C2 3.1577 -1.0935 1.0766
O1 2.7112 0.1918 1.0131
O2 2.2752 -2.2733 1.1902
C3 1.3046 -2.3124 0.0525
C4 -0.2699 -2.3280 0.6123
C5 -0.6334 -1.0482 1.5703
S1 -2.1296 -0.0470 1.0032
O3 -3.1205 -0.0339 2.2322
O4 -2.9338 -0.7412 -0.1504
N1 -1.7647 1.6412 0.6848
S2 -0.8530 1.8467 -0.7902
O5 0.2981 0.8306 -0.9800
O6 -1.7780 1.9650 -2.0518
N2 -0.0679 3.4400 -0.6521
C6 0.8270 3.4331 0.4030
O7 1.6363 3.5627 1.4585
H1 5.2249 -2.0910 1.7272
H2 5.3131 -0.2323 1.3975
H3 5.1281 -1.3591 -0.1047
H4 1.5038 -1.4699 -0.7357
H5 1.4161 -3.3426 -0.5400
H6 -1.0145 -2.5042 -0.2822
H7 -0.3354 -3.3157 1.2760
H8 -0.8695 -1.4684 2.6617
H9 0.2427 -0.2752 1.7178
C7 -2.2140 -1.3329 -3.9310
C8 -1.6477 -2.0064 -5.1782
O8 -0.9040 -3.1226 -4.6944
S3 -1.6148 -3.6853 -3.3385
O9 -2.4573 -4.8032 -3.7013
O10 -0.6176 -3.7569 -2.2959
O11 -2.5734 -2.3980 -3.0525
H10 -1.4538 -0.7225 -3.4331
H11 -3.0864 -0.7137 -4.1563
H12 -1.0067 -1.3380 -5.7579
H13 -2.4499 -2.3874 -5.8190
C9 -3.1365 5.0936 -0.3129
C10 -3.9259 5.4163 -1.5787
O12 -5.0550 6.1646 -1.1339
S4 -4.6296 7.0363 0.1775
O13 -4.3070 8.3772 -0.2573
O14 -5.5714 6.7574 1.2366
O15 -3.2348 6.2585 0.5049
H14 -3.5875 4.2570 0.2304
H15 -2.0889 4.8651 -0.5266
H16 -4.2447 4.5171 -2.1113
H17 -3.3443 6.0522 -2.2545
C11 1.2867 -6.8185 -0.9685
C12 2.2283 -8.0143 -1.0826
O16 3.2119 -7.8127 -0.0703
S5 2.5235 -7.0414 1.1912
O17 2.1604 -8.0308 2.1814
O18 3.3147 -5.8729 1.4994
O19 1.1642 -6.5618 0.4295
H18 1.7183 -5.9305 -1.4414
H19 0.3057 -7.0223 -1.4061
H20 2.6968 -8.0831 -2.0673
H21 1.7046 -8.9507 -0.8628
C13 2.3827 0.5836 6.3301
C14 2.9335 1.2531 5.0740
O20 4.2452 0.7187 4.9108
S6 4.2658 -0.8142 5.4677
O21 4.1022 -1.7058 4.3410
O22 5.3440 -0.9398 6.4207
O23 2.8553 -0.7617 6.2835
H22 2.7820 1.0537 7.2347
H23 1.2901 0.6030 6.3630
H24 2.9690 2.3415 5.1635
H25 2.3454 0.9798 4.1915
C15 -2.4854 -1.8463 -10.2417
C16 -2.1026 -0.3688 -10.2461
O24 -3.1155 0.2814 -9.4819
S7 -3.6425 -0.7390 -8.3237
O25 -2.9510 -0.4217 -7.0940
O26 -5.0810 -0.8318 -8.4166
O27 -2.9937 -2.1045 -8.9340
H26 -3.2832 -2.0489 -10.9635
H27 -1.6310 -2.4947 -10.4536
H28 -2.0551 0.0462 -11.2557
H29 -1.1439 -0.2086 -9.7416
C17 1.0357 6.1776 8.2324
C18 0.6215 5.7926 6.8146
O28 1.7487 5.1113 6.2686
S8 2.5210 4.3195 7.4674
O29 2.0790 2.9427 7.4567
O30 3.9144 4.6991 7.4421
O31 1.7997 5.0754 8.7189
H30 1.6796 7.0630 8.2282
H31 0.1733 6.3590 8.8795
H32 0.3642 6.6622 6.2052
H33 -0.2220 5.0943 6.8264

Values from the calculation:
LUMO (eV): 1.48
Net charge: -1
Frontier orbital gap (eV): 7.89



[2]
Computed, not measured: a molecular structure, C27H21F10N5O4SSn at a distorted geometry, with the ωB97M-V functional and the def2-TZVPD basis.

Positions of all 69 atoms, in Å:
Sn1 -0.0992 1.2554 -0.4803
O1 4.1546 1.3724 1.0285
C1 3.0145 1.6574 0.2862
O2 1.9063 1.5651 0.8713
C2 3.1938 2.0461 -1.0447
C3 4.4751 2.3400 -1.6161
C4 4.5269 2.8612 -2.8685
C5 3.3392 3.0488 -3.6072
C6 2.1335 2.6626 -3.0069
N1 2.0632 2.2088 -1.7765
C7 0.8336 2.7119 -3.7227
O3 0.9072 2.9912 -5.0600
O4 -0.2412 2.5080 -3.2355
H1 3.8334 1.2805 1.9341
H2 5.3607 2.1722 -1.0226
H3 5.4707 3.1412 -3.3201
H4 3.4062 3.5142 -4.5825
H5 1.8345 3.0730 -5.3169
F1 -6.8103 -1.2785 -3.7380
C8 -6.0264 -0.8271 -2.7206
C9 -4.6639 -1.1112 -2.6812
F2 -4.1249 -1.8988 -3.6495
C10 -3.8776 -0.6303 -1.6606
F3 -2.5637 -0.9658 -1.6789
C11 -4.3768 0.1481 -0.5841
S1 -3.4237 0.7367 0.6616
C12 -5.7813 0.3709 -0.6466
F4 -6.3835 1.0539 0.3505
C13 -6.5716 -0.0805 -1.6766
F5 -7.9038 0.1833 -1.6823
N2 0.3204 -5.2366 -2.5750
C14 0.1239 -3.8840 -2.3708
N3 -1.1334 -3.4814 -2.0843
N4 1.1604 -3.1237 -2.4778
C15 1.1558 -1.8252 -2.4419
N5 1.3058 -0.6818 -2.4884
H6 -0.2708 -5.8481 -2.0342
H7 1.2975 -5.4922 -2.5620
H8 -1.9219 -4.0919 -2.2150
H9 -1.3135 -2.4894 -2.0730
F6 -1.5377 4.1950 0.3053
C16 -0.2370 3.7059 0.2431
F7 0.3429 4.4978 -0.7465
C17 0.4062 4.1883 1.5306
F8 0.1392 5.5019 1.8387
F9 1.7439 4.1267 1.5333
F10 -0.0111 3.5057 2.6070
C18 0.6544 -2.1904 1.0392
C19 -0.0196 -1.2697 2.0566
C20 -1.4754 -1.7651 2.2353
C21 -0.0567 0.1453 1.5418
C22 0.6615 -1.3094 3.4065
C23 1.8738 -1.9534 3.6386
C24 2.4471 -1.9726 4.8989
C25 1.8219 -1.3565 5.9661
C26 0.6286 -0.6862 5.7450
C27 0.0656 -0.6584 4.4873
H10 0.0633 -2.1762 0.1290
H11 0.7134 -3.2149 1.4127
H12 1.6475 -1.8273 0.7886
H13 -1.9424 -1.8703 1.2603
H14 -2.0643 -1.0449 2.7938
H15 -1.4892 -2.7288 2.7521
H16 -0.0086 0.8529 2.3677
H17 2.3872 -2.4603 2.8368
H18 3.3855 -2.4920 5.0493
H19 2.2592 -1.3902 6.9557
H20 0.1262 -0.1910 6.5646
H21 -0.8551 -0.1186 4.3319

Values from the calculation:
LUMO (alpha / beta) (eV): 4.00 / 3.99
Net charge: -2
Frontier orbital gap (alpha / beta) (eV): 4.98 / 4.50



[3]
Computed, not measured: a gas-phase ion, C12H21O (charge +1) at a distorted geometry, with the ωB97M-V functional and the def2-TZVPD basis.

Positions of all 34 atoms, in Å:
C1 -0.0988 1.0134 -0.6890
C2 -0.9078 -0.0676 -0.7153
C3 1.1818 0.8873 0.0039
C4 -0.8918 -1.3394 -0.0443
C5 2.6223 1.9781 -1.8181
C6 3.4326 1.4860 0.4541
C7 1.7337 3.2549 0.0918
C8 -1.4572 -2.8020 1.7234
C9 -2.7361 -2.7213 -0.4725
C10 -3.0164 -0.9375 1.1555
C11 2.2167 1.8788 -0.3232
C12 -2.0206 -1.9475 0.6021
O1 1.3480 0.0487 0.8661
H1 -0.4239 1.8040 -1.4419
H2 -1.7851 0.0708 -1.3814
H3 0.0872 -1.7321 0.2752
H4 2.9455 0.9936 -2.2377
H5 1.9357 2.5744 -2.3359
H6 3.5935 2.5924 -1.9238
H7 4.1286 2.3823 0.5488
H8 3.9978 0.6486 -0.1886
H9 3.3306 1.1344 1.5040
H10 1.5288 3.4624 1.2501
H11 0.8245 3.3858 -0.4539
H12 2.6212 3.8207 -0.3024
H13 -0.9457 -3.6227 1.2684
H14 -2.1713 -3.1969 2.4192
H15 -0.7320 -2.1144 2.1732
H16 -2.1409 -3.6139 -0.9805
H17 -3.5756 -3.1118 0.0548
H18 -3.1416 -2.1106 -1.2189
H19 -2.6868 -0.3119 1.9979
H20 -3.9942 -1.4235 1.5187
H21 -3.2955 -0.2485 0.2800

Values from the calculation:
LUMO (eV): -6.64
Net charge: +1
Frontier orbital gap (eV): 7.31



[4]
Computed, not measured: a single C20H25NO5S molecule, with the ωB97M-V functional and the def2-TZVPD basis.

Positions of all 52 atoms, in Å:
C1 -7.1408 0.4185 1.7868
N1 -6.5451 1.4825 1.0182
S1 -6.2473 1.1510 -0.5875
O1 -7.4662 0.6647 -1.1580
O2 -5.6198 2.3129 -1.1332
C2 -5.0640 -0.2028 -0.5343
C3 -3.7631 0.0576 -0.1626
C4 -2.8588 -0.9978 -0.0632
C5 -3.2771 -2.2955 -0.3504
C6 -4.5867 -2.5371 -0.7282
C7 -5.4889 -1.4872 -0.8157
H1 -6.5156 -1.6376 -1.1106
H2 -4.9059 -3.5428 -0.9555
H3 -2.5677 -3.1048 -0.2808
C8 -1.4649 -0.6924 0.3458
O3 -1.0634 0.4132 0.6129
O4 -0.6995 -1.7913 0.4312
C9 0.6720 -1.5370 0.6720
H4 1.1374 -2.5099 0.8388
C10 1.2970 -0.8574 -0.5529
O5 0.6907 -0.8184 -1.5905
C11 2.6548 -0.2138 -0.3551
C12 3.3596 -0.0991 -1.7126
H5 3.5428 -1.0996 -2.1116
C13 4.6781 0.6524 -1.5534
C14 4.4045 2.0554 -1.0147
C15 3.7094 1.9476 0.3410
C16 2.3839 1.2045 0.1842
H6 1.8705 1.1507 1.1460
H7 1.7308 1.7372 -0.5090
C17 4.6088 1.1923 1.3183
C18 4.8831 -0.2092 0.7747
C19 3.5601 -0.9648 0.6253
H8 3.0882 -1.0478 1.6057
H9 3.7517 -1.9742 0.2529
C20 5.5799 -0.1050 -0.5803
H10 6.5315 0.4187 -0.4676
H11 5.7916 -1.1039 -0.9684
H12 5.5261 -0.7536 1.4756
H13 4.1255 1.1256 2.2958
H14 5.5504 1.7298 1.4474
H15 3.5072 2.9512 0.7303
H16 5.3429 2.6039 -0.9086
H17 3.7714 2.6048 -1.7142
H18 5.1710 0.7244 -2.5288
H19 2.7066 0.4223 -2.4138
H20 0.7870 -0.9022 1.5561
H21 -3.4386 1.0681 0.0328
H22 -5.7635 1.9450 1.4547
H23 -7.9299 -0.0026 1.1672
H24 -6.4282 -0.3723 2.0509
H25 -7.5793 0.8258 2.6969

Values from the calculation:
LUMO (eV): 0.12
Net charge: 0
Frontier orbital gap (eV): 9.70



Record-wise energy values, in eV: -172323.4161 -87820.3175 -14821.4933 -43709.6270